A structure of composition C59H55F15GeHfN3P2SSe4Si in a non-equilibrium geometry, computed with ωB97M-V with the def2-TZVPD basis set.

Structure (XYZ):
```
142
Properties=species:S:1:pos:R:3:forces:R:3:mulliken_charge:R:1
Hf 2.310704 0.344568 0.008435 1.536 1.349 -1.022 -0.22
C 2.327604 -3.526032 0.321635 -0.179 0.550 -0.107 -1.36
Si 1.126904 -1.994432 0.471035 -0.119 -1.586 0.200 2.74
C 0.363704 -2.342532 2.206735 0.251 0.347 -0.401 -0.19
C -0.472196 -3.448932 2.286935 0.121 -0.216 0.021 -0.78
C -1.090696 -3.818032 3.465235 0.041 -0.079 0.012 -0.67
C -0.890096 -3.053232 4.598535 -0.071 -0.050 0.104 -1.52
C -0.037096 -1.967032 4.550435 0.008 0.070 0.075 -0.23
C 0.622404 -1.611732 3.378435 -0.040 0.335 -0.187 0.36
P 1.832604 -0.219632 3.266535 0.339 -0.359 0.499 0.48
C 1.428904 1.147168 4.497735 0.069 0.029 -0.838 0.32
C 0.384904 2.064068 3.847135 0.177 0.349 0.015 0.52
C 0.014704 3.193868 4.803235 -0.189 -0.001 -0.113 -1.03
C -0.717596 2.650568 6.040435 -0.030 -0.038 -0.047 -1.01
C -0.405096 1.169268 6.257435 0.062 0.146 0.148 -0.78
C 1.069204 0.897668 5.976035 -0.150 -0.306 0.044 -1.33
C 3.494004 -0.812832 3.978535 0.056 0.342 -0.522 0.42
C 3.981304 -2.077332 3.274435 -0.346 -0.089 -0.215 -0.25
C 3.439104 -3.352132 3.910735 0.228 -0.066 0.064 0.15
C 3.809904 -3.409532 5.387935 -0.323 -0.082 -0.057 -1.59
C 3.230404 -2.197632 6.106035 0.297 -0.008 0.073 -0.01
C 3.772604 -0.919232 5.480235 -0.413 0.032 0.013 -1.49
C -0.121596 -2.319132 -0.963065 0.027 0.128 0.418 0.66
C 0.239304 -3.181132 -1.994965 0.108 -0.203 0.017 -0.55
C -0.471496 -3.240332 -3.179565 0.043 -0.030 -0.100 -1.52
C -1.522496 -2.368932 -3.394965 -0.027 0.038 -0.069 -1.25
C -1.882596 -1.483032 -2.397365 0.028 -0.012 -0.055 -0.65
C -1.233196 -1.490232 -1.168465 -0.121 0.041 0.250 0.20
P -1.766296 -0.440632 0.237535 -0.651 0.349 -0.775 0.23
C -1.903496 1.287268 -0.534965 0.350 -0.200 0.161 2.22
C -3.117596 1.806168 -1.309665 -0.098 -0.221 0.047 -0.58
C -4.330396 2.135768 -0.444065 0.033 0.172 -0.088 -0.36
C -3.957596 3.024968 0.737235 -0.160 -0.212 0.119 -1.36
C -2.789296 2.436668 1.518635 0.082 0.259 -0.104 -0.07
C -1.591496 2.266968 0.600235 0.053 -0.165 0.217 -0.95
C -3.525296 -1.118432 0.479135 0.493 0.024 0.132 0.22
C -4.386996 -1.463632 -0.733965 -0.227 0.212 0.137 -0.68
C -5.773696 -1.925632 -0.285965 0.090 -0.223 -0.119 -0.98
C -5.671596 -3.146732 0.621235 -0.160 0.245 0.191 -0.80
C -4.796696 -2.821732 1.828135 0.100 -0.253 -0.206 -1.07
C -3.416096 -2.350732 1.377435 -0.217 0.251 0.352 -0.37
H 1.751804 -4.421832 0.099035 -0.204 -0.129 0.016 0.53
H 2.865904 -3.722232 1.243035 0.031 0.078 0.195 0.16
H 3.065704 -3.395732 -0.468765 -0.024 0.048 -0.067 0.30
H -0.638596 -4.033632 1.394835 -0.105 -0.121 -0.172 0.41
H -1.734496 -4.683932 3.496635 -0.106 -0.106 -0.008 0.43
H -1.386896 -3.305832 5.523635 -0.044 -0.019 0.109 0.43
H 0.112404 -1.402632 5.451535 0.054 0.115 0.171 0.74
H 2.383504 1.696068 4.469735 -0.103 -0.098 -0.023 0.75
H -0.512296 1.502468 3.575735 -0.044 -0.062 -0.131 -0.04
H 0.808304 2.487368 2.930535 -0.105 -0.080 -0.040 -0.27
H -0.602096 3.929768 4.286135 0.088 0.077 0.007 0.31
H 0.933104 3.701168 5.106735 0.040 0.069 -0.043 0.41
H -1.796196 2.777368 5.931235 -0.025 0.054 0.015 0.37
H -0.412396 3.221968 6.920435 -0.064 -0.008 0.036 0.35
H -1.026196 0.558968 5.600535 -0.052 -0.075 0.022 0.17
H -0.639896 0.893368 7.288735 -0.048 -0.101 -0.054 0.51
H 1.328004 -0.106332 6.303535 0.114 0.013 0.036 0.40
H 1.654404 1.589468 6.586835 0.094 -0.036 0.066 0.53
H 4.119704 0.020868 3.625035 -0.156 -0.093 -0.095 0.40
H 5.074504 -2.103632 3.317535 0.040 0.043 -0.079 0.84
H 3.699404 -2.033732 2.216435 0.186 -0.047 0.107 -0.80
H 3.851504 -4.219832 3.390535 -0.076 -0.037 -0.054 0.61
H 2.352804 -3.383732 3.815735 -0.018 -0.128 -0.049 -0.23
H 4.897604 -3.415332 5.489035 0.108 -0.017 0.067 0.42
H 3.428104 -4.329632 5.834735 0.049 -0.056 0.031 0.52
H 3.492104 -2.228432 7.167135 -0.095 0.026 0.032 0.37
H 2.144104 -2.230032 6.018935 -0.084 -0.007 0.094 -0.02
H 4.862104 -0.925232 5.594135 0.043 0.049 -0.021 0.55
H 3.408404 -0.040732 6.007335 0.069 0.084 0.046 0.35
H 1.107904 -3.809532 -1.889465 0.154 -0.120 0.025 0.42
H -0.186696 -3.937132 -3.954465 0.092 -0.083 -0.062 0.46
H -2.054396 -2.380932 -4.337365 -0.037 0.029 -0.036 0.61
H -2.659896 -0.763532 -2.597265 -0.141 0.015 0.038 0.55
H -1.043196 1.290468 -1.221365 -0.168 -0.086 0.108 -1.10
H -3.413896 1.119968 -2.105165 0.055 0.044 -0.079 -0.43
H -2.795596 2.732268 -1.795465 0.009 0.003 -0.095 0.77
H -4.798596 1.224968 -0.074565 -0.063 -0.113 0.017 -0.16
H -5.069196 2.643468 -1.069065 -0.088 -0.043 0.015 0.48
H -4.824196 3.146768 1.390335 -0.043 0.098 0.010 0.54
H -3.678196 4.016068 0.374835 0.040 0.103 0.002 0.36
H -3.059696 1.458568 1.927535 -0.067 -0.020 0.175 0.14
H -2.528796 3.097268 2.347135 0.004 -0.044 0.112 0.32
H -0.730596 1.899868 1.170835 -0.112 0.163 -0.079 -0.53
H -1.327396 3.240568 0.183535 0.042 0.112 -0.048 0.73
H -4.037796 -0.342932 1.059235 0.023 0.015 0.000 0.93
H -3.920296 -2.266732 -1.307165 0.019 0.037 0.008 0.50
H -4.507596 -0.602332 -1.389465 0.092 0.014 -0.115 -0.15
H -6.380196 -2.159432 -1.165765 -0.038 0.068 0.037 0.47
H -6.267896 -1.114732 0.255535 -0.097 0.064 0.003 0.32
H -5.224496 -3.973732 0.063635 -0.031 -0.087 -0.026 0.34
H -6.669196 -3.453432 0.948935 0.039 -0.097 -0.050 0.47
H -4.698496 -3.700232 2.471635 -0.024 0.034 0.069 0.41
H -5.272796 -2.029132 2.411835 -0.018 0.011 0.097 0.31
H -2.917396 -3.155232 0.832835 0.116 -0.072 -0.041 0.22
H -2.806196 -2.111832 2.251135 0.022 -0.058 -0.064 -0.03
Se 4.247304 -0.831632 -1.592265 -1.037 0.795 0.796 -0.04
Se 5.620604 -0.785432 0.300635 -0.062 -0.046 0.222 -0.27
Se 5.855104 1.495468 0.642335 0.395 0.195 -0.069 -0.18
Se 3.862004 2.042368 1.724535 -0.264 -0.547 -0.462 -0.24
F 1.749904 1.253268 -7.357865 0.068 -0.102 -0.390 -0.35
C 2.423204 0.146468 -6.999565 0.116 -0.092 0.094 0.32
C 2.338804 -0.261332 -5.684465 -0.143 0.224 0.378 0.21
C 3.004004 -1.418232 -5.329165 -0.010 0.094 -0.178 -0.52
F 2.923304 -1.864032 -4.075465 0.121 -0.292 -0.194 -0.05
C 3.736404 -2.151732 -6.257265 -0.063 0.052 -0.004 -0.16
F 4.356904 -3.280332 -5.901065 -0.005 0.062 -0.032 -0.32
C 3.801904 -1.718132 -7.576365 -0.163 0.105 0.120 0.70
F 4.482504 -2.423332 -8.485565 -0.081 0.117 0.175 -0.32
C 3.137704 -0.556232 -7.955365 -0.006 0.048 0.012 0.13
F 3.181904 -0.140932 -9.227765 0.033 -0.074 0.116 -0.32
Ge 1.140104 0.787568 -4.471465 0.338 0.540 -1.246 1.50
S 1.070704 0.199968 -2.454565 0.204 -0.269 1.081 -1.03
C 1.646404 2.705368 -4.849765 -0.138 -0.436 0.388 -0.60
C 2.857604 3.114968 -4.323665 -0.075 -0.136 0.020 0.26
F 3.595704 2.181568 -3.696865 0.245 0.324 -0.016 -0.30
C 3.334304 4.413868 -4.428265 -0.037 -0.046 -0.014 -0.04
F 4.535204 4.747868 -3.957765 -0.111 0.004 -0.001 -0.33
C 2.536304 5.365568 -5.054165 -0.050 -0.271 0.059 0.79
F 2.958204 6.622568 -5.179665 -0.083 -0.190 0.032 -0.32
C 1.301904 4.988268 -5.571165 -0.025 -0.066 -0.016 0.17
F 0.528704 5.906568 -6.161265 0.052 -0.035 -0.052 -0.33
C 0.885204 3.664768 -5.487965 0.294 0.077 0.059 0.45
F -0.269796 3.320268 -6.072865 -0.039 0.304 -0.128 -0.33
C -0.668596 0.505168 -5.288265 0.179 -0.044 0.508 -0.20
C -1.678396 1.320868 -4.813865 0.005 -0.053 -0.069 0.44
F -1.344096 2.257768 -3.916765 -0.367 0.054 0.053 -0.61
C -2.993696 1.215768 -5.237565 0.027 -0.026 0.060 0.10
F -3.948096 2.030168 -4.771165 0.131 -0.098 -0.073 -0.40
C -3.316896 0.232968 -6.167665 0.149 0.020 0.019 0.69
F -4.574796 0.115368 -6.605065 0.225 -0.005 0.082 -0.35
C -2.330096 -0.622332 -6.642165 0.016 -0.020 0.043 0.13
F -2.648396 -1.577432 -7.527165 0.030 0.104 0.120 -0.36
C -1.027296 -0.488932 -6.174965 0.057 0.185 -0.055 0.47
F -0.097696 -1.355132 -6.610765 -0.346 -0.087 -0.146 -0.37
N 1.380904 2.374368 -0.272465 -0.020 0.687 0.563 0.06
C 1.330004 3.530768 -0.060165 0.139 -2.370 -0.512 0.63
C 1.236104 4.857168 0.174735 0.019 0.396 0.074 0.48
C 0.357904 5.323768 1.158035 -0.385 0.072 0.406 0.03
N -0.383096 5.700568 1.954235 -0.218 0.076 0.295 -0.67
C 1.985004 5.763468 -0.584965 0.242 0.220 -0.428 -0.30
N 2.581904 6.500168 -1.235465 0.231 0.254 -0.205 -0.60
```
Positions in Å, forces in eV/Å.

Computed properties:
gap between HOMO and LUMO: 0.2443 Ha
E_tot: -463811.339 eV
relative energy (zero: lowest compared OMol25 entry of this formula, charge and spin): 0.000 eV
lowest unoccupied orbital energy: 0.0435 hartree
net charge: -1